Arrangement i

# C3H6O3

C3H6O3 in the gas phase (ωB97M-V/def2-TZVPD, the Open Molecules 2025 dataset).

Results
- SMILES string: O=C(O)CCO
- E_LUMO: 0.60 eV
- Orbital gap: 11.18 eV

Structure (XYZ):
```
12
C3H6O3 ωB97M-V/def2-TZVPD
H 0.358 1.360 0.679
O 0.883 -1.240 -1.999
C 0.835 -0.663 -0.950
H -1.242 -0.330 -0.827
O 1.922 -0.172 -0.334
C -0.405 0.628 0.931
H -0.200 0.232 1.913
H -0.594 -1.462 0.314
C -0.414 -0.472 -0.124
H 2.704 -0.364 -0.870
O -1.681 1.282 1.046
H -2.166 1.200 0.221
```

Löwdin atomic charge list, values in e, 6 entries: 0.110, 0.110, -0.537, 0.127, 0.108, -0.230

***

Arrangement ii

# C3H6O3

C3H6O3 in the gas phase (ωB97M-V/def2-TZVPD, the Open Molecules 2025 dataset).

Results
- SMILES string: O=COCCO
- E_LUMO: 0.84 eV
- Orbital gap: 10.81 eV

Structure (XYZ):
```
12
C3H6O3 ωB97M-V/def2-TZVPD
C -1.165 -0.274 0.335
O 1.155 1.596 -0.298
C 1.246 0.610 -0.997
H -1.811 -0.598 1.153
H 0.730 -0.507 1.354
O -1.186 1.116 0.359
H -0.309 1.564 0.367
O 0.977 -0.653 -0.709
H 1.662 0.664 -1.996
H 0.153 -1.997 0.543
H -1.654 -0.615 -0.591
C 0.204 -0.907 0.481
```

Löwdin atomic charge list, values in e, 6 entries: -0.262, 0.063, -0.310, 0.120, 0.137, -0.077

***

Arrangement iii

# C3H6O3

2 unconnected molecules or ions with the total composition C3H6O3 (ωB97M-V/def2-TZVPD, the Open Molecules 2025 dataset).

Results
- SMILES string: O/C=C\O.C=O
- E_LUMO: 0.55 eV
- Orbital gap: 9.55 eV

Structure (XYZ):
```
12
C3H6O3 ωB97M-V/def2-TZVPD
C 1.184 -0.758 0.092
O 1.049 -0.985 -1.239
H 1.410 -1.651 0.665
H -0.134 1.697 -0.257
H -1.434 -1.017 -0.587
C -1.864 -0.242 0.067
O 0.826 1.523 -0.225
C 1.046 0.458 0.623
H 0.962 -0.101 -1.640
O -1.896 0.926 -0.254
H -2.261 -0.581 1.040
H 1.168 0.660 1.683
```

Löwdin atomic charge list, values in e, 6 entries: -0.209, 0.001, 0.122, 0.070, 0.084, -0.113

***

arrangement i is preferred energetically. Next in line: 0.0269 hartree higher.

***

Arrangement i

# C6H27NO7

8 unconnected molecules or ions with the total composition C6H27NO7 (ωB97M-V/def2-TZVPD, the Open Molecules 2025 dataset).

Results
- SMILES string: C=CC[C@H](C)NC.O.O.O.O.O.O.O
- E_LUMO: 0.20 eV
- Orbital gap: 9.30 eV

Structure (XYZ):
```
41
C6H27NO7 ωB97M-V/def2-TZVPD
H -2.716 1.168 -3.809
H 4.819 -0.100 1.332
H -1.481 -3.028 0.616
H 0.154 -0.980 1.154
H -0.552 -0.472 -0.646
C 0.290 1.809 0.265
H 0.608 1.849 -1.862
O -2.155 1.510 -3.109
H 1.548 3.221 1.378
H -1.164 1.174 2.583
H -4.382 -2.115 -1.805
H -2.894 -2.099 -1.310
O 0.352 -1.925 1.335
O -2.702 0.789 -0.102
H -0.762 -3.389 -0.584
H -0.340 -1.771 -2.530
H -3.154 0.683 0.748
H 1.610 3.476 -0.400
H 1.113 -0.961 -3.177
C -0.104 1.405 2.658
H 3.251 -3.341 0.953
H 1.902 1.125 -0.972
H 1.501 0.776 1.561
N 0.510 0.922 1.414
O -3.682 -1.557 -1.462
C 0.999 3.175 0.449
O 3.898 -0.048 1.599
C 0.371 -0.960 -2.387
H 3.499 -0.874 1.262
O 2.949 -2.491 0.618
H 0.274 -2.183 2.254
H -0.015 2.483 2.816
C 0.806 1.175 -1.026
H -1.776 0.759 -2.645
H -2.926 -0.093 -0.463
O -1.676 -3.243 -0.300
H 0.366 0.866 3.465
H -0.788 1.922 0.178
C 0.212 -0.169 -1.338
H 2.000 -2.451 0.808
H 0.238 3.961 0.485
```

Löwdin atomic charge list, values in e, 6 entries: 0.033, 0.031, 0.027, 0.023, 0.062, -0.393

***

Arrangement ii

# C6H27NO7

7 unconnected molecules or ions with the total composition C6H27NO7 (ωB97M-V/def2-TZVPD, the Open Molecules 2025 dataset).

Results
- SMILES string: CNCCCCCO.O.O.O.O.O.O
- E_LUMO: 0.21 eV
- Orbital gap: 9.43 eV

Structure (XYZ):
```
41
C6H27NO7 ωB97M-V/def2-TZVPD
C 0.801 -3.139 2.032
H 0.171 -1.765 -0.177
C 1.592 -1.987 1.446
C 2.067 -1.119 -0.914
H 3.912 1.693 -2.153
H -0.793 -2.452 1.155
O -1.718 -0.875 -1.846
C 1.715 -0.017 -1.914
H -2.524 -1.054 -2.322
H 2.235 -2.007 -1.537
N 1.985 1.325 -1.410
O -1.153 2.157 -1.842
H -1.221 1.390 3.089
C 1.055 -1.260 0.218
C 2.915 2.149 -2.191
H -2.284 2.995 1.617
O -3.524 -1.787 0.961
H -0.232 1.808 -1.891
H -1.707 0.071 -1.640
H 1.802 -1.298 2.273
H 0.905 -4.123 1.549
O -1.681 3.570 2.131
H 2.267 1.304 -0.447
H 3.014 3.122 -1.712
H -1.754 0.523 4.291
O -3.559 1.549 -0.627
H -2.897 -1.873 1.705
H -1.500 4.273 1.478
O -0.650 -2.877 2.008
H -3.707 0.840 -0.049
H 2.120 -0.140 -2.925
H -3.027 -1.623 0.185
H 0.737 -0.251 0.456
H 0.872 -3.450 3.077
H -1.274 2.642 -2.664
H 2.643 -2.272 1.338
H 3.067 -1.015 -0.478
O -1.239 1.303 4.022
H 0.657 -0.188 -2.175
H -2.644 1.617 -0.911
H 2.557 2.241 -3.206
```

Löwdin atomic charge list, values in e, 6 entries: -0.212, 0.094, -0.180, -0.192, 0.077, 0.027

***

arrangement i is preferred energetically. Next in line: 0.0324 hartree higher.

***

Arrangement i

# CH6NO

2 unconnected molecules or ions with the total composition CH6NO (ωB97M-V/def2-TZVPD, the Open Molecules 2025 dataset).

Results
- Net charge: +1
- E_LUMO (alpha / beta): -5.16 / -4.90 eV
- Orbital gap (alpha / beta): 10.05 / 9.27 eV

Structure (XYZ):
```
9
CH6NO ωB97M-V/def2-TZVPD
H -2.106 0.628 -0.499
H -0.577 1.707 0.938
H 1.463 1.101 0.620
N 0.930 0.351 0.209
H 0.912 -0.600 0.650
H 0.368 2.646 -1.566
C -0.373 0.976 0.092
H 1.361 0.150 -0.640
O -1.299 0.095 -0.343
```

Löwdin atomic charge list, values in e, 6 entries: 0.151, 0.156, 0.165, 0.209, 0.210, 0.153

***

Arrangement ii

# CH6NO

2 unconnected molecules or ions with the total composition CH6NO (ωB97M-V/def2-TZVPD, the Open Molecules 2025 dataset).

Results
- Net charge: +1
- E_LUMO: -5.45 eV
- Orbital gap: 11.24 eV

Structure (XYZ):
```
9
CH6NO ωB97M-V/def2-TZVPD
O -1.775 -0.531 -0.351
H 1.546 -0.017 -1.173
N 0.601 0.395 0.557
H -1.773 -1.102 -1.128
H 0.719 0.641 1.538
H -0.383 0.392 0.204
C 1.667 0.280 -0.136
H 2.546 0.654 0.389
H -2.675 -0.627 -0.025
```

Löwdin atomic charge list, values in e, 6 entries: -0.037, 0.130, 0.183, 0.077, 0.157, 0.107

***

arrangement ii is preferred energetically. Next in line: 0.1603 hartree higher.

***

Arrangement i

# C2H5ClN2

2 unconnected molecules or ions with the total composition C2H5ClN2 (ωB97M-V/def2-TZVPD, the Open Molecules 2025 dataset).

Results
- E_LUMO (alpha / beta): -0.31 / -0.31 eV
- Orbital gap (alpha / beta): 9.09 / 9.09 eV

Structure (XYZ):
```
10
C2H5ClN2 ωB97M-V/def2-TZVPD
Cl -4.311 -0.185 0.102
C -1.980 0.738 0.268
C 0.670 -0.392 -0.034
H -0.500 0.886 -1.184
H 0.443 -1.208 -0.726
H -1.913 0.646 1.364
H 1.689 -0.185 -0.100
N 0.016 0.837 -0.330
H 0.435 -0.689 1.037
N -2.837 0.314 -0.509
```

Löwdin atomic charge list, values in e, 6 entries: 0.585, -0.141, -0.218, 0.009, 0.074, 0.081

***

Arrangement ii

# C2H5ClN2

2 unconnected molecules or ions with the total composition C2H5ClN2 (ωB97M-V/def2-TZVPD, the Open Molecules 2025 dataset).

Results
- E_LUMO (alpha / beta): -0.39 / -0.39 eV
- Orbital gap (alpha / beta): 8.50 / 8.50 eV

Structure (XYZ):
```
10
C2H5ClN2 ωB97M-V/def2-TZVPD
H -1.884 -1.517 -1.117
H -0.442 -0.226 1.010
H 2.100 2.522 0.168
H -1.865 -1.549 1.124
N -1.135 -0.879 -0.627
C 1.181 2.085 -0.244
C -1.156 -0.932 0.614
N 0.954 0.912 -0.500
H 0.179 0.309 -0.711
Cl 2.067 -0.726 0.282
```

Löwdin atomic charge list, values in e, 6 entries: 0.118, 0.020, 0.068, 0.074, -0.013, 0.033

***

Arrangement iii

# C2H5ClN2

C2H5ClN2 in the gas phase (ωB97M-V/def2-TZVPD, the Open Molecules 2025 dataset).

Results
- SMILES string: CN/C=N/Cl
- E_LUMO: 0.62 eV
- Orbital gap: 8.95 eV

Structure (XYZ):
```
10
C2H5ClN2 ωB97M-V/def2-TZVPD
H 0.043 -1.585 0.402
H -0.829 -1.057 -0.954
N 0.181 0.546 -0.017
C 1.474 0.687 0.005
C -0.506 -0.676 0.057
H -1.268 -0.536 0.744
Cl 4.005 -0.077 0.000
H 1.869 1.754 0.120
H -0.526 1.328 0.004
N 2.361 -0.372 -0.209
```

Löwdin atomic charge list, values in e, 6 entries: 0.099, 0.106, -0.086, -0.316, -0.121, 0.057

***

arrangement iii is preferred energetically. Next in line: 0.0701 hartree higher.

***

Arrangement i

# CH4INS

2 unconnected molecules or ions with the total composition CH4INS (ωB97M-V/def2-TZVPD, the Open Molecules 2025 dataset).

Results
- SMILES string: CN=S.I
- E_LUMO: -1.30 eV
- Orbital gap: 7.26 eV

Structure (XYZ):
```
8
CH4INS ωB97M-V/def2-TZVPD
N 0.831 -0.834 -0.094
H -1.002 -0.585 0.842
C -0.510 -0.203 0.045
S 1.041 -2.343 0.001
H -1.192 -0.431 -0.725
I 4.143 0.338 0.054
H 3.055 -0.602 -0.606
H -0.359 0.804 0.015
```

Löwdin atomic charge list, values in e, 6 entries: -0.620, 0.035, -0.169, 0.679, 0.069, 0.388

***

Arrangement ii

# CH4INS

CH4INS in the gas phase (ωB97M-V/def2-TZVPD, the Open Molecules 2025 dataset).

Results
- SMILES string: SNCI
- E_LUMO: 0.21 eV
- Orbital gap: 9.76 eV

Structure (XYZ):
```
8
CH4INS ωB97M-V/def2-TZVPD
S -1.029 -1.608 -0.080
I 2.185 0.342 0.442
H 0.365 0.324 -1.545
C 0.259 0.809 -0.516
H 0.079 -2.044 0.429
H -0.908 0.136 1.299
H -0.023 1.914 -0.319
N -0.929 0.129 0.289
```

Löwdin atomic charge list, values in e, 6 entries: 0.651, 0.623, 0.041, -0.656, -0.230, 0.015

***

Arrangement iii

# CH4INS

CH4INS in the gas phase (ωB97M-V/def2-TZVPD, the Open Molecules 2025 dataset).

Results
- E_LUMO (alpha / beta): -1.36 / -1.36 eV
- Orbital gap (alpha / beta): 7.32 / 7.32 eV

Structure (XYZ):
```
8
CH4INS ωB97M-V/def2-TZVPD
H 0.011 0.468 2.541
N -0.642 0.150 1.743
S 0.607 0.502 0.431
H -0.056 -0.362 -1.885
C 0.027 -0.739 -0.779
H -0.911 -1.374 -0.562
H 0.859 -1.402 -0.864
I 0.105 2.756 -0.626
```

Löwdin atomic charge list, values in e, 6 entries: -0.059, -0.352, 0.383, 0.071, -0.415, 0.083

***

arrangement ii is preferred energetically. Next in line: 0.0400 hartree higher.

***

Arrangement i

# CH4INS

CH4INS in the gas phase (ωB97M-V/def2-TZVPD, the Open Molecules 2025 dataset).

Results
- SMILES string: CN(S)I
- E_LUMO: -0.58 eV
- Orbital gap: 8.05 eV

Structure (XYZ):
```
8
CH4INS ωB97M-V/def2-TZVPD
H -0.255 1.530 -0.066
H 1.010 0.307 -0.058
H 0.175 0.738 1.317
S -0.397 -1.969 0.119
I -2.929 0.136 -0.003
H -0.668 -2.540 -0.947
N -0.930 -0.523 -0.344
C 0.033 0.555 0.225
```

Löwdin atomic charge list, values in e, 6 entries: 0.029, 0.033, 0.080, 0.702, 0.669, -0.189

***

Arrangement ii

# CH4INS

A molecular structure, CH4INS (ωB97M-V/def2-TZVPD, the Open Molecules 2025 dataset).

Results
- E_LUMO (alpha / beta): -1.09 / -0.60 eV
- Orbital gap (alpha / beta): 7.37 / 8.00 eV

Structure (XYZ):
```
8
CH4INS ωB97M-V/def2-TZVPD
C -0.830 -1.107 -0.320
S 0.560 1.336 1.464
H -0.664 -0.792 -1.326
H -0.638 -2.164 -0.187
I 2.348 -0.021 -0.754
H -1.559 -0.433 0.139
H 0.207 2.543 1.043
N 0.576 0.639 -0.059
```

Löwdin atomic charge list, values in e, 6 entries: 0.062, 0.533, -0.021, 0.027, 0.651, 0.022

***

arrangement i is preferred energetically. Next in line: 0.0865 hartree higher.

***

Arrangement i

# C11H15N2

A gas-phase ion, C11H15N2 (charge +1) (ωB97M-V/def2-TZVPD, the Open Molecules 2025 dataset).

Results
- SMILES string: C#CC[n+]1cccc(NCCC)c1
- Net charge: +1
- E_LUMO: -4.21 eV
- Orbital gap: 8.59 eV

Structure (XYZ):
```
28
C11H15N2 ωB97M-V/def2-TZVPD
N 1.762 0.013 0.463
H 2.306 -1.969 0.854
H -1.876 2.348 0.378
C -3.457 -1.662 -0.867
C 2.267 0.598 -0.624
C 3.970 -0.751 1.182
H -3.026 -0.004 1.262
H 6.179 -0.296 1.096
C 1.529 1.499 -1.361
C 0.232 1.789 -0.969
C 0.510 0.300 0.870
H -3.072 -2.614 -1.229
C -2.671 0.418 0.319
H 2.170 -0.964 2.277
H 1.935 1.967 -2.245
C 2.533 -0.976 1.252
H -1.864 -0.399 -1.530
C -0.306 1.168 0.171
N -1.602 1.413 0.644
C 5.155 -0.588 1.137
H -1.514 -1.349 -0.039
H 0.140 -0.172 1.770
H -4.031 -1.865 0.037
H -0.403 2.481 -1.508
H -4.094 -1.229 -1.635
C -2.253 -0.746 -0.571
H 3.282 0.353 -0.902
H -3.512 0.958 -0.114
```

Löwdin atomic charge list, values in e, 6 entries: -0.029, 0.151, 0.122, -0.093, -0.006, -0.113

***

Arrangement ii

# C11H15N2

A gas-phase ion, C11H15N2 (charge +1) (ωB97M-V/def2-TZVPD, the Open Molecules 2025 dataset).

Results
- SMILES string: CNc1ccccc1[C@@H]1C=[NH+]CC1
- Net charge: +1
- E_LUMO: -3.87 eV
- Orbital gap: 8.11 eV

Structure (XYZ):
```
28
C11H15N2 ωB97M-V/def2-TZVPD
C 1.193 0.139 -0.020
H 0.752 -1.519 2.566
H 2.321 -1.474 1.701
C 0.649 2.207 -0.985
H 3.247 -0.489 0.152
H 2.195 3.459 -1.529
N 0.669 -1.196 0.425
H -0.056 2.899 -1.428
C 2.579 0.366 -0.119
C 1.267 -1.833 1.589
H -2.524 -1.425 1.785
C -1.246 0.720 -0.152
H -1.174 -0.804 -1.697
C -1.978 -0.221 -1.158
N -2.188 -0.934 0.959
H -2.751 0.242 -1.743
H -1.707 1.718 -0.170
C -1.398 0.079 1.100
C 2.901 1.549 -0.642
H 3.945 1.656 -1.100
H 0.356 -1.727 -0.338
H 1.172 -2.930 1.512
H -1.108 0.472 2.036
H -3.867 -0.932 -0.075
C -2.776 -1.207 -0.297
H -2.658 -2.235 -0.732
C 0.191 1.008 -0.448
C 1.992 2.412 -1.190
```

Löwdin atomic charge list, values in e, 6 entries: -0.161, 0.092, 0.079, -0.028, 0.137, 0.136

***

arrangement ii is preferred energetically. Next in line: 0.0092 hartree higher.